Record 1
The following is a DFT calculation (ωB97M-V with the def2-TZVPD basis set) of a structure of composition C4H6O2.

Structure (XYZ):
```
12
Properties=species:S:1:pos:R:3:mulliken_charge:R:1
C -0.9090 0.8070 0.0133 0.254
C -0.4562 -1.0478 0.2649 -0.446
C 0.6394 0.2474 -0.2179 0.090
C 1.7505 0.4444 0.5530 -0.981
O -1.5123 -0.2390 0.7084 -0.327
O -1.5968 1.1646 -1.0783 -0.420
H -2.4555 0.7077 -1.1013 0.320
H 0.0160 -1.6149 1.0593 0.360
H -0.7087 -1.5948 -0.6432 0.247
H 0.8067 0.1852 -1.2912 0.306
H 2.7307 0.4164 0.1025 0.285
H 1.6952 0.5238 1.6305 0.313
```

DFT total energy ... -8335.060 eV
Relative energy (zero: lowest compared OMol25 entry of this formula, charge and spin) ... 521.2 kJ/mol
LUMO level (spin up / spin down) ... 0.0 / 0.5 eV
Gap between HOMO and LUMO (spin up / spin down) ... 0.265 / 0.294 hartree
HOMO (spin up / spin down) ... -7.176 / -7.500 eV


Record 2
The following is a DFT calculation (ωB97M-V with the def2-TZVPD basis set) of the molecule C11H10N4.

Structure (XYZ):
```
25
Properties=species:S:1:pos:R:3:mulliken_charge:R:1
C 3.0342 0.8244 -0.3398 0.235
C -1.8245 -1.8473 -0.1363 -0.458
C 1.5036 -2.3837 0.6849 -0.901
C 1.7589 -0.9343 0.8675 0.570
C 0.3102 -1.5457 0.9850 -0.751
C -0.1723 1.5790 0.2963 -0.843
C -1.0662 0.3836 0.3670 -1.161
C -1.2273 1.4366 -0.6678 0.699
C 1.9890 -0.0980 -0.3367 -0.159
C -0.5528 -1.0590 -0.0996 2.058
C -2.3008 2.5375 -0.7950 -1.307
N 3.8826 1.5842 -0.5118 -0.507
N -2.7218 -2.5167 -0.0425 -0.473
N 1.2752 -0.2688 -1.4573 -0.302
N 0.1538 -0.7668 -1.3990 -0.607
H 1.4654 -3.0389 -0.1844 0.234
H 1.8607 -2.9839 1.5080 0.303
H 2.4096 -0.6972 1.8361 0.369
H -0.3215 -1.7188 1.8519 0.568
H 0.8767 1.7815 0.5315 0.373
H -1.7503 0.3172 1.1426 0.667
H -0.9888 0.8649 -1.6400 0.428
H -2.0653 3.4991 -0.1457 0.298
H -3.2080 2.2332 -0.4005 0.363
H -2.3201 2.8180 -1.9145 0.304
```

DFT total energy ... -17520.923 eV
Relative energy (zero: lowest compared OMol25 entry of this formula, charge and spin) ... 618.5 kJ/mol
LUMO level (spin up / spin down) ... -2.1 / -0.9 eV
Gap between HOMO and LUMO (spin up / spin down) ... 0.257 / 0.303 hartree
HOMO (spin up / spin down) ... -9.084 / -9.111 eV